Computed, not measured: a cluster of 12 separate species, C25H55O17 in total in a non-equilibrium geometry, with the ωB97M-V functional and the def2-TZVPD basis.

Structure (ORCA input):
```
! RIJCOSX wB97M-V def2-TZVPD def2/J DEFGRID3
* xyz -1 1
C 7.797 10.005 11.897
H 15.778 12.862 13.467
H 13.991 13.792 7.647
H 9.060 11.405 14.141
H 10.923 8.171 7.291
H 14.594 8.145 12.062
H 13.293 7.937 10.973
C 14.791 9.089 15.842
H 10.786 14.831 13.611
O 13.471 9.044 9.004
O 13.208 14.057 15.715
H 8.564 15.253 11.790
H 9.472 9.597 9.143
H 12.291 11.923 12.057
H 12.825 14.688 17.701
H 13.702 9.147 15.598
C 15.408 14.684 12.866
H 9.320 7.482 7.665
O 6.582 10.357 15.098
H 9.321 16.391 12.859
C 10.172 8.754 9.172
H 10.446 13.613 12.302
O 9.759 7.969 10.328
H 14.885 14.333 11.996
C 10.290 7.758 8.050
C 14.433 6.104 11.616
H 18.746 8.169 12.004
O 11.400 16.229 10.829
O 6.708 9.937 12.873
C 16.561 11.977 7.595
H 14.037 4.444 13.083
O 15.467 11.247 12.266
C 13.113 11.346 12.551
C 13.809 7.436 11.805
H 15.017 10.115 16.193
H 16.424 15.077 12.558
C 14.686 8.535 8.421
H 13.294 11.798 13.514
H 12.424 13.289 6.930
H 13.703 9.773 9.612
H 9.184 8.675 12.772
H 11.929 6.643 8.926
C 13.407 13.991 17.135
H 9.210 9.682 14.880
H 16.868 10.040 10.776
C 10.233 6.687 10.188
H 13.847 5.572 10.802
H 17.192 8.619 12.677
O 15.573 13.736 13.888
O 16.461 12.590 8.841
C 12.917 7.235 13.024
H 18.618 9.798 12.344
C 10.045 16.359 10.862
H 15.095 8.330 16.590
O 17.451 9.262 10.691
H 17.608 12.149 7.211
H 7.539 9.233 11.142
H 14.670 7.473 8.220
C 9.512 15.643 12.091
O 10.093 5.915 11.104
C 10.835 6.539 8.793
H 14.853 9.060 7.467
O 11.993 7.935 13.354
H 12.889 10.354 12.745
O 9.468 17.064 10.091
H 14.890 15.559 13.227
H 10.604 5.567 8.442
H 12.506 15.642 12.347
C 9.043 9.754 12.697
H 15.413 5.998 11.251
O 15.501 8.792 14.577
H 12.327 14.482 11.057
O 14.282 11.537 10.378
H 14.012 13.780 15.217
H 13.105 12.983 17.571
H 14.482 14.240 17.348
H 15.830 12.409 6.899
H 15.443 9.529 13.981
H 13.131 12.532 9.604
O 12.530 12.954 8.909
C 13.155 13.028 7.695
C 11.781 15.163 11.742
H 7.641 10.970 11.381
H 11.158 9.207 9.309
H 15.806 12.177 9.464
C 7.234 10.251 14.099
H 15.123 5.732 13.661
C 14.392 11.391 11.624
O 13.117 6.092 13.670
C 14.278 5.477 13.068
H 15.556 8.685 9.079
H 13.544 12.091 7.371
C 10.597 14.693 12.533
H 16.317 10.913 7.597
H 9.899 10.038 12.237
C 8.743 10.335 14.012
C 17.987 8.998 11.976
*
```

Output
largest force on an atom: 3.44 eV Å⁻¹
E_HOMO: -7.3 eV
orbital gap: 9.696 eV
relative energy (zero: lowest compared OMol25 entry of this formula, charge and spin): 8.3 kcal per mole